No. 1
{
  "formula": "C24H66Ag2NO25P4",
  "method": "ωB97M-V with the def2-TZVPD basis set",
  "e_tot_ha": -4549.0167,
  "largest_force_ev_per_a": 1.457,
  "charge": 1,
  "lumo_energy_ha": -0.1821,
  "multiplicity": 1,
  "elements": ["Ag", "Ag", "N", "O", "O", "O", "C", "O", "P", "O", "O", "C", "O", "C", "H", "H", "H", "H", "H", "H", "H", "H", "H", "C", "O", "P", "O", "O", "C", "O", "C", "H", "H", "H", "H", "H", "H", "H", "H", "H", "C", "O", "P", "O", "O", "C", "O", "C", "H", "H", "H", "H", "H", "H", "H", "H", "H", "C", "O", "P", "O", "O", "C", "O", "C", "H", "H", "H", "H", "H", "H", "H", "H", "H", "C", "O", "C", "C", "O", "C", "H", "H", "H", "H", "H", "H", "H", "H", "H", "H", "C", "O", "C", "C", "O", "C", "H", "H", "H", "H", "H", "H", "H", "H", "H", "H", "C", "O", "C", "C", "O", "C", "H", "H", "H", "H", "H", "H", "H", "H", "H", "H"],
  "xyz": [[-2.81918, -0.56876, -3.45968], [0.18112, -2.37790, -4.13832], [-0.78873, -1.02453, -1.09108], [-2.00267, -0.72843, -1.27078], [-0.21568, -0.69549, -0.07908], [-0.14172, -1.65045, -1.98232], [4.21772, -5.01681, 3.65434], [3.26634, -5.43176, 2.65751], [3.56877, -5.07628, 1.14417], [4.85808, -5.51669, 0.61436], [2.31782, -5.68693, 0.39710], [2.36842, -7.09202, 0.03405], [3.41110, -3.50789, 1.08693], [2.16425, -2.82801, 1.15481], [4.04579, -3.95628, 3.84622], [5.23855, -5.22106, 3.34476], [3.96600, -5.54278, 4.57071], [2.31351, -7.17088, -1.05053], [1.44595, -7.51474, 0.42830], [3.25377, -7.60172, 0.39766], [2.26507, -2.00483, 1.86414], [1.36675, -3.49376, 1.48137], [1.91585, -2.36196, 0.19997], [-6.03901, -0.18108, 3.28853], [-5.55028, -1.39313, 3.84524], [-5.67835, -2.75046, 3.01359], [-5.06314, -3.90516, 3.64236], [-7.21558, -2.82473, 2.66118], [-8.15753, -2.90903, 3.73763], [-5.12853, -2.44039, 1.56136], [-3.74755, -2.28271, 1.31267], [-6.99973, 0.10800, 3.71257], [-6.20359, -0.23118, 2.20492], [-5.29265, 0.60316, 3.40876], [-8.67642, -3.86339, 3.66607], [-8.87145, -2.09480, 3.64872], [-7.66951, -2.89390, 4.71282], [-3.14621, -2.32787, 2.22330], [-3.55759, -1.34481, 0.79148], [-3.34077, -3.07575, 0.67943], [5.82791, 4.21436, 2.04737], [4.64151, 3.51207, 2.42816], [4.72307, 2.07250, 3.10305], [5.63439, 1.15907, 2.42764], [4.98726, 2.31130, 4.63068], [6.19396, 2.89679, 5.10851], [3.21720, 1.65817, 3.14967], [2.60523, 1.16202, 1.95492], [6.00691, 5.05640, 2.71128], [5.66341, 4.57583, 1.03109], [6.69978, 3.56119, 1.98287], [6.03404, 3.94545, 5.36084], [7.00932, 2.77630, 4.39583], [6.47271, 2.40031, 6.03624], [3.33309, 0.52763, 1.44436], [2.25611, 2.02563, 1.38919], [1.76616, 0.49771, 2.14928], [5.49723, -3.11733, -2.09135], [4.22227, -3.09922, -2.79125], [3.79263, -1.89650, -3.66525], [2.55163, -2.12660, -4.43149], [5.06835, -1.55191, -4.50476], [5.01119, -0.64068, -5.61077], [3.67648, -0.71492, -2.62324], [2.56713, 0.17849, -2.62124], [5.81837, -2.12144, -1.78671], [6.25220, -3.57371, -2.72407], [5.32187, -3.68912, -1.18670], [5.25131, 0.36262, -5.26769], [4.05021, -0.68167, -6.12492], [5.74218, -0.96860, -6.34674], [2.91900, 1.17416, -2.89792], [2.17756, 0.24415, -1.60937], [1.75995, -0.12816, -3.28473], [-0.59694, 2.15513, 2.68775], [-1.87490, 2.60286, 2.29822], [-2.72714, 1.54722, 1.91223], [-4.04936, 2.10665, 1.43754], [-4.59186, 2.95050, 2.41396], [-5.28802, 4.07579, 1.88179], [-0.19105, 1.47222, 1.94204], [-0.63898, 1.65105, 3.66754], [0.05546, 2.99564, 2.92360], [-2.91875, 0.87542, 2.76420], [-2.22898, 0.95896, 1.12703], [-4.68506, 1.20824, 1.34992], [-3.95807, 2.60864, 0.46833], [-5.80123, 4.52966, 2.72408], [-6.01957, 3.79105, 1.11923], [-4.53639, 4.75807, 1.47494], [-3.53676, 2.78088, -3.35001], [-3.80219, 1.50259, -2.80339], [-5.04854, 1.41817, -2.11922], [-5.20381, 0.01353, -1.59810], [-4.98032, -0.91244, -2.63925], [-5.22049, -2.26071, -2.21808], [-4.37323, 3.15981, -3.94211], [-2.68219, 2.70967, -4.02399], [-3.25109, 3.49498, -2.57282], [-5.87134, 1.74262, -2.76595], [-5.05620, 2.11825, -1.27705], [-6.20924, -0.07504, -1.16658], [-4.54764, -0.16465, -0.73874], [-6.26649, -2.41492, -1.96361], [-4.48534, -2.56945, -1.47066], [-5.00394, -2.91800, -3.06608], [4.07133, 4.30904, -4.16694], [2.98538, 3.45648, -3.93004], [1.86399, 4.15462, -3.43546], [0.76609, 3.15676, -3.14124], [0.25639, 3.44801, -1.85547], [-0.57741, 2.41878, -1.39200], [4.36204, 4.92155, -3.30260], [3.86975, 5.03259, -4.97083], [4.93291, 3.70963, -4.45388], [1.53558, 4.82946, -4.24263], [2.07939, 4.80194, -2.58187], [1.21793, 2.15935, -3.14703], [-0.02988, 3.21707, -3.89236], [-1.16109, 2.76286, -0.53578], [0.03238, 1.60453, -0.96926], [-1.22573, 1.97990, -2.15742]],
  "forces_ev_per_angstrom": [[0.20, 0.08, 0.42], [0.90, 0.18, 0.44], [0.14, 0.23, -0.01], [0.07, -0.17, -0.45], [-0.07, -0.06, 0.31], [-0.17, -0.18, -0.57], [-0.54, 0.32, 0.23], [0.04, -0.40, -0.04], [0.25, -0.09, 0.02], [0.19, 0.09, 0.13], [0.15, 0.02, 0.02], [-0.84, 0.29, -0.20], [0.03, 0.03, -0.61], [-0.28, 0.47, 0.26], [0.34, 0.05, -0.07], [0.03, 0.01, -0.04], [0.09, -0.21, -0.09], [0.22, 0.13, -0.01], [0.21, -0.24, 0.17], [0.05, 0.10, 0.14], [0.04, -0.18, 0.14], [-0.06, 0.05, -0.06], [0.06, -0.35, -0.12], [-0.12, 0.61, -0.81], [0.34, -0.40, -0.05], [-0.22, 0.18, -0.11], [0.15, 0.00, 0.52], [0.00, 0.05, -0.27], [-0.12, -0.47, 0.25], [-0.41, 0.27, -0.59], [1.02, -0.16, 0.12], [0.15, -0.05, 0.36], [0.03, -0.42, 0.09], [-0.12, -0.03, 0.50], [-0.04, 0.05, -0.12], [0.05, 0.07, 0.00], [0.04, 0.20, -0.04], [-0.15, 0.19, 0.10], [-0.13, 0.12, 0.17], [-0.43, -0.16, -0.04], [0.05, -0.09, -0.78], [0.05, 0.12, 0.15], [0.18, 0.44, -0.05], [0.44, -0.28, -0.29], [-0.34, -0.06, 0.39], [0.29, 0.02, 0.33], [-0.84, -0.33, 0.43], [0.43, -0.25, -0.24], [-0.03, -0.06, 0.11], [-0.05, 0.18, 0.12], [-0.07, -0.08, 0.28], [-0.06, 0.04, -0.29], [0.00, 0.06, -0.02], [-0.08, -0.18, -0.10], [0.03, 0.38, -0.42], [0.12, -0.21, -0.34], [-0.07, 0.26, 0.66], [0.00, 0.00, 0.47], [0.15, -0.22, -0.26], [0.46, 0.26, 1.05], [-0.98, -0.20, -0.39], [-0.11, -0.29, -0.45], [0.12, -0.06, -0.47], [-0.40, -0.02, -0.30], [0.08, 0.79, 0.39], [-0.18, 0.11, -0.22], [-0.08, -0.07, -0.04], [0.10, -0.25, -0.04], [-0.10, 0.04, 0.00], [-0.14, 0.10, 0.30], [0.19, 0.02, 0.22], [0.05, -0.16, -0.14], [-0.05, -0.17, 0.14], [0.15, -0.12, -0.08], [-0.22, -0.22, 1.01], [-0.01, 0.31, -0.25], [0.51, 0.28, 0.36], [0.15, -0.58, 0.22], [-0.43, 0.10, -0.07], [0.58, -0.40, 0.37], [0.24, 0.08, -0.06], [-0.21, -0.38, -0.27], [-0.07, 0.22, -0.69], [0.09, 0.06, 0.01], [-0.27, -0.12, -0.09], [-0.16, 0.24, -0.51], [0.10, 0.06, 0.07], [-0.03, 0.15, -0.07], [0.01, -0.02, -0.02], [-0.27, 0.21, -0.14], [0.35, 0.46, -0.24], [-0.04, 0.01, -0.21], [0.12, 0.33, 0.10], [-0.48, 0.48, 0.80], [-0.28, -0.44, -0.03], [0.55, -0.53, -0.79], [-0.14, -0.05, 0.18], [-0.01, -0.22, 0.05], [-0.26, -0.01, 0.08], [0.10, -0.33, -0.25], [0.08, -0.11, 0.06], [-0.12, -0.16, -0.35], [0.38, -0.05, -0.31], [0.08, 0.10, 0.46], [-0.46, 0.24, 0.49], [-0.17, 0.29, -0.17], [0.55, 0.63, -0.32], [0.20, -0.20, 0.58], [-0.30, 0.56, -1.31], [0.31, 0.21, 0.61], [-0.46, 0.01, -0.28], [0.36, -0.64, 0.92], [-0.20, -0.29, 0.19], [-0.13, -0.21, -0.05], [-0.08, -0.10, -0.02], [-0.05, 0.09, 0.16], [0.16, -0.36, 0.27], [-0.22, 0.03, -0.14], [-0.06, -0.15, 0.02], [-0.16, 0.29, -0.25], [0.02, -0.04, -0.27], [-0.09, 0.24, -0.07]]
}

---

No. 2
{
  "formula": "C6H9ClO4S",
  "method": "ωB97M-V with the def2-TZVPD basis set",
  "e_tot_ha": -1393.3517,
  "smiles": "O=C(Cl)C[C@H]1CCCOS1(=O)=O",
  "largest_force_ev_per_a": 2.092,
  "charge": 0,
  "lumo_energy_ha": 0.0135,
  "multiplicity": 1,
  "elements": ["O", "C", "Cl", "C", "C", "C", "C", "C", "O", "S", "O", "O", "H", "H", "H", "H", "H", "H", "H", "H", "H"],
  "xyz": [[3.17046, 0.31849, 1.71522], [2.52601, -0.43934, 1.05086], [2.18362, -2.08431, 1.67579], [2.03880, -0.09841, -0.34665], [0.53627, 0.06164, -0.54680], [-0.34832, -1.05293, 0.00641], [-1.77795, -0.78765, -0.44388], [-2.34681, 0.54179, 0.07048], [-1.41598, 1.33313, 0.81772], [-0.04094, 1.64262, 0.10125], [0.85048, 2.04802, 1.12579], [-0.17679, 2.55298, -0.98347], [2.41154, -0.86146, -1.01549], [2.51153, 0.82605, -0.62615], [0.36017, 0.07898, -1.61062], [-0.28707, -1.14685, 1.07769], [-0.04315, -1.97865, -0.45779], [-1.79199, -0.77428, -1.52300], [-2.41837, -1.58841, -0.10601], [-2.80197, 1.09153, -0.74195], [-3.13953, 0.31706, 0.76060]],
  "forces_ev_per_angstrom": [[-0.71, -1.23, -0.65], [1.00, 1.65, 0.80], [0.02, 0.12, -0.25], [-0.19, -0.20, 0.43], [-0.50, -0.73, 0.58], [-0.43, 0.31, -0.58], [0.21, 0.28, 0.26], [-0.58, -0.66, -0.17], [0.30, -0.26, -0.36], [1.31, 0.79, -0.03], [0.16, -0.18, 0.99], [-0.90, -0.06, -0.79], [-0.08, -0.38, -0.23], [0.39, 0.39, 0.06], [-0.08, 0.33, -0.42], [0.09, -0.02, 0.35], [0.28, -0.42, 0.13], [-0.06, -0.12, -0.44], [-0.21, -0.28, 0.01], [0.19, 0.51, -0.17], [-0.23, 0.16, 0.49]]
}

---

No. 3
{
  "formula": "C14H14ClNNiO2",
  "method": "ωB97M-V with the def2-TZVPD basis set",
  "e_tot_ha": -2715.4658,
  "largest_force_ev_per_a": 4.504,
  "charge": -2,
  "lumo_energy_ha": [0.2136, 0.2134],
  "s2": 2.02,
  "multiplicity": 3,
  "elements": ["C", "C", "C", "H", "C", "C", "H", "H", "H", "H", "Ni", "Cl", "C", "C", "C", "H", "C", "C", "H", "H", "H", "H", "O", "C", "C", "C", "C", "O", "N", "H", "H", "H", "H"],
  "xyz": [[-1.15310, 0.50588, 0.60753], [-1.59770, 1.31889, -0.51739], [-0.55355, 2.32966, -0.72992], [-2.57877, 1.24501, -0.99222], [0.49263, 2.06293, 0.22607], [0.05217, 1.02879, 1.10311], [0.52206, 0.74610, 2.04122], [-1.68430, -0.30596, 1.09853], [-0.59873, 3.20673, -1.37043], [1.42705, 2.58868, 0.33546], [0.00055, 0.61832, -1.47338], [-0.60877, -1.43854, -1.86887], [-0.11801, 0.06290, -3.82234], [0.70684, 1.21817, -4.05094], [-0.06186, 2.37354, -3.71381], [1.57455, 1.15680, -4.72497], [-1.38046, 1.95196, -3.31188], [-1.44877, 0.53542, -3.42147], [-2.37853, -0.06558, -3.37901], [0.21630, -0.90897, -4.20625], [0.31511, 3.37817, -3.91165], [-2.27447, 2.58381, -3.15033], [2.53228, 1.50148, -2.82220], [2.69642, 0.60085, -1.94479], [3.92242, -0.27685, -1.87724], [3.94910, -0.73218, -0.43488], [2.53348, -0.44420, 0.11710], [2.12413, -0.79498, 1.23055], [1.85889, 0.27085, -0.91565], [3.83128, -1.09890, -2.62907], [4.77277, 0.37550, -2.12810], [4.22146, -1.80318, -0.31210], [4.69358, -0.12566, 0.12167]],
  "forces_ev_per_angstrom": [[-0.35, 1.61, 0.59], [0.25, 0.59, 1.75], [-0.57, 1.06, 2.08], [0.64, 0.03, 0.08], [-2.06, 0.92, 1.02], [-0.76, 0.61, 0.07], [0.15, -0.28, -0.63], [0.03, 0.05, -0.47], [0.09, -0.59, 0.15], [0.02, 0.13, -0.22], [-0.10, -1.75, -1.15], [-0.33, -4.03, 1.98], [0.10, 2.47, -2.48], [-2.99, -0.80, -1.59], [-0.50, -0.43, -1.06], [-0.31, 0.25, 0.88], [0.30, -0.06, -2.28], [0.75, 0.74, -1.06], [0.95, 0.42, 0.44], [-0.52, 0.40, 0.58], [-0.28, -0.03, 0.49], [0.78, -0.26, 0.25], [1.89, -2.13, 3.45], [0.03, 1.51, -0.91], [0.68, 0.17, -0.71], [0.71, -0.52, 0.60], [-0.89, 0.18, -1.48], [0.90, 0.42, -1.77], [1.97, -1.01, 0.86], [0.07, 0.57, 0.57], [-0.02, -0.47, -0.15], [-0.28, 0.62, 0.13], [-0.35, -0.38, -0.04]]
}

---

> Number 1 is which compound?

C24H66Ag2NO25P4